1.
{
  "formula": "HNO",
  "method": "wB97M-V/def2-TZVPD",
  "orbital_gap_ha": 0.33751,
  "multiplicity": 1,
  "e_lumo_ev": -0.2513,
  "de_lowest_kj_mol": 21.1,
  "smiles": "N=O",
  "e_tot_ha": -130.4862,
  "symbols": ["N", "O", "H"],
  "positions_angstrom": [[-0.116, -0.144, -0.366], [-0.818, 0.552, 0.290], [0.933, -0.407, 0.076]]
}

2.
{
  "formula": "C5H8O",
  "method": "wB97M-V/def2-TZVPD",
  "orbital_gap_ha": 0.39486,
  "multiplicity": 1,
  "e_lumo_ev": 1.1861,
  "de_lowest_kj_mol": 117.0,
  "e_tot_ha": -270.5133,
  "symbols": ["C", "C", "C", "C", "C", "O", "H", "H", "H", "H", "H", "H", "H", "H"],
  "positions_angstrom": [[1.797, -0.510, -0.067], [0.586, 0.184, -0.702], [-0.774, -0.403, -0.430], [-1.909, 0.293, -0.455], [-0.638, 1.106, 2.107], [-1.107, 0.344, 2.808], [1.962, -0.235, 0.979], [1.704, -1.600, -0.116], [2.699, -0.237, -0.622], [0.595, 1.256, -0.467], [0.682, 0.098, -1.790], [-0.811, -1.488, -0.314], [-1.904, 1.377, -0.568], [-2.880, -0.184, -0.366]]
}

3.
{
  "formula": "C5H13N3",
  "method": "wB97M-V/def2-TZVPD",
  "orbital_gap_ha": 0.28131,
  "multiplicity": 1,
  "e_lumo_ev": 0.0347,
  "de_lowest_kj_mol": 400.2,
  "e_tot_ha": -362.4298,
  "symbols": ["C", "C", "C", "C", "N", "C", "N", "N", "H", "H", "H", "H", "H", "H", "H", "H", "H", "H", "H", "H", "H"],
  "positions_angstrom": [[1.683, -0.339, -0.092], [0.809, 0.898, -0.066], [-0.041, 0.960, -1.367], [-1.137, -0.014, -1.354], [-3.861, 0.293, 0.862], [-2.939, 0.900, 0.019], [-2.023, 0.091, -0.393], [1.679, 2.109, 0.095], [2.285, -0.319, -1.031], [2.501, -0.218, 0.658], [1.111, -1.243, 0.137], [0.110, 0.825, 0.773], [-0.486, 1.957, -1.321], [0.650, 0.925, -2.231], [3.215, -5.758, 2.062], [-1.382, -0.707, -2.151], [-3.958, -0.707, 0.763], [-4.786, 0.692, 0.868], [3.309, -5.172, 2.527], [1.073, 2.909, 0.295], [2.188, 1.921, 0.947]]
}

4.
{
  "formula": "C7H4F15NO8PS3",
  "method": "wB97M-V/def2-TZVPD",
  "orbital_gap_ha": 0.32595,
  "multiplicity": 1,
  "e_lumo_ev": 2.3906,
  "de_lowest_kj_mol": 0.0,
  "total_charge": -1,
  "e_tot_ha": -3959.8607,
  "symbols": ["C", "P", "O", "O", "S", "O", "O", "C", "F", "F", "C", "F", "F", "C", "F", "F", "C", "F", "F", "F", "H", "H", "H", "H", "C", "F", "F", "F", "S", "O", "O", "N", "S", "O", "O", "C", "F", "F", "F"],
  "positions_angstrom": [[-1.907, 0.251, 1.122], [-1.211, 0.795, -0.478], [-1.868, -0.250, -1.546], [0.353, 0.164, -0.286], [1.585, 1.197, -0.421], [1.377, 2.043, -1.550], [1.119, 2.093, 0.985], [1.886, 3.152, 1.335], [2.315, 2.955, 2.598], [2.980, 3.297, 0.570], [1.123, 4.501, 1.378], [2.055, 5.448, 1.636], [0.261, 4.488, 2.406], [0.409, 4.943, 0.085], [-0.335, 3.948, -0.433], [1.341, 5.342, -0.805], [-0.556, 6.146, 0.316], [0.030, 7.162, 0.951], [-1.641, 5.750, 1.001], [-0.974, 6.569, -0.893], [-2.981, 0.213, 1.027], [-1.488, -0.702, 1.422], [-1.649, 1.022, 1.833], [-2.607, 0.218, -1.933], [1.317, -2.710, -1.596], [2.185, -1.724, -1.362], [0.170, -2.170, -2.004], [1.807, -3.448, -2.593], [1.061, -3.694, -0.065], [0.505, -2.755, 0.870], [2.355, -4.227, 0.250], [0.030, -4.720, -0.689], [-0.563, -5.863, 0.234], [-1.478, -5.424, 1.248], [0.357, -6.901, 0.600], [-1.631, -6.624, -1.056], [-0.914, -7.065, -2.091], [-2.532, -5.758, -1.523], [-2.289, -7.661, -0.542]]
}

> What is the formula in the second record?

C5H8O